The following is a quantum chemistry calculation of a molecular structure, C5H8O, from the Open Molecules 2025 dataset.

Geometry as ORCA input:
```
! wB97M-V def2-TZVPD RIJCOSX def2/J DEFGRID3
* xyz 0 1
C -0.058 1.088 1.102
C -0.747 0.598 -0.150
C -0.083 -0.273 -1.241
C 0.616 -1.492 -0.695
O -0.327 -1.711 0.260
C -1.224 -0.765 -0.367
H 0.688 0.373 1.456
H -0.791 1.243 1.901
H 0.441 2.044 0.909
H -1.398 1.333 -0.633
H -0.058 0.039 -2.279
H 2.737 -0.376 0.386
H 2.401 -0.952 0.009
H -2.197 -1.148 -0.658
*
```

Calculated values
DFT total energy ... -7356.504 eV
ΔE to the lowest compared entry with this formula, charge and spin ... 132.6 kcal/mol
Orbital gap ... 9.227 eV
E_HOMO ... -0.3133 hartree